1.
A structure of composition C5H6ClO2P at a distorted geometry, computed with ωB97M-V with the def2-TZVPD basis set.

Output
* E_tot: -1146.09814 a.u.
* gap between HOMO and LUMO: 9.671 eV
* LUMO level: 0.31 eV
* maximum force: 3.532 eV/Å

The geometry in ORCA input format:
```
! RIJCOSX wB97M-V def2-TZVPD def2/J DEFGRID3
* xyz 0 1
C 2.52 0.29 1.47
C 1.55 0.20 0.65
C 1.01 -0.89 -0.29
C 0.05 -0.06 -1.23
C -0.70 1.86 1.09
O 3.26 0.45 2.37
O 1.05 2.46 -1.06
P 0.49 1.40 -0.28
Cl -2.09 2.02 -0.01
H 1.75 -1.40 -0.83
H 0.47 -1.68 0.22
H 0.51 -0.14 -2.25
H -1.05 -0.39 -1.20
H -0.73 0.86 1.71
H -0.57 2.76 1.76
*
```

***

2.
A cluster of 4 separate species, C50H42N4O9P in total at a distorted geometry, computed with ωB97M-V with the def2-TZVPD basis set.

Output
* E_tot: -3167.96021 a.u.
* gap between HOMO and LUMO: 7.336 eV
* LUMO level: -3.19 eV
* maximum force: 3.538 eV/Å

The geometry in ORCA input format:
```
! RIJCOSX wB97M-V def2-TZVPD def2/J DEFGRID3
* xyz 1 1
C 1.77 2.89 -7.64
C 2.62 2.42 -6.42
O 1.68 2.11 -5.35
P 2.20 0.97 -4.32
O 1.55 1.22 -3.03
C 4.02 1.12 -3.95
C 4.20 0.32 -2.60
N 5.47 -0.43 -2.59
C 5.50 -1.74 -2.73
N 4.43 -2.55 -2.87
C 4.90 -3.80 -2.93
N 6.21 -3.75 -2.87
N 6.65 -2.48 -2.73
O 1.78 -0.55 -4.75
C 2.60 -1.15 -5.77
C 2.15 -0.82 -7.24
H 2.07 2.34 -8.55
H 1.79 3.98 -7.75
H 0.72 2.62 -7.44
H 3.29 1.58 -6.67
H 3.24 3.28 -6.09
H 4.29 2.18 -3.81
H 4.64 0.73 -4.77
H 3.35 -0.37 -2.51
H 4.13 0.99 -1.73
H 6.36 0.03 -2.48
H 4.25 -4.66 -3.02
H 6.79 -4.58 -2.93
H 7.61 -2.18 -2.67
H 3.68 -0.97 -5.66
H 2.47 -2.24 -5.66
H 1.88 -1.75 -7.75
H 1.36 -0.06 -7.29
H 3.05 -0.46 -7.77
C 1.32 2.45 5.67
C 2.35 1.52 5.77
C 2.60 0.64 4.73
C 1.80 0.68 3.59
C 0.75 1.59 3.50
C 0.52 2.48 4.54
C -0.13 1.61 2.31
O -1.04 2.42 2.23
C 0.11 0.63 1.22
C -0.74 0.60 0.12
C -0.51 -0.30 -0.91
C 0.58 -1.17 -0.85
C 1.43 -1.14 0.25
C 1.19 -0.25 1.29
C 2.09 -0.26 2.47
O 3.04 -1.02 2.52
H 1.13 3.14 6.49
H 2.96 1.48 6.66
H 3.40 -0.08 4.81
H -0.29 3.20 4.47
H -1.58 1.28 0.06
H -1.17 -0.33 -1.76
H 0.76 -1.87 -1.65
H 2.27 -1.82 0.29
C -4.24 3.22 0.79
C -5.51 3.43 0.27
C -6.32 4.44 0.77
C -5.85 5.24 1.81
C -4.58 5.02 2.35
C -3.77 4.01 1.83
C -4.09 5.84 3.49
O -2.99 5.65 3.95
C -4.98 6.89 4.05
C -4.56 7.63 5.15
C -5.38 8.62 5.67
C -6.62 8.88 5.09
C -7.04 8.15 4.00
C -6.23 7.14 3.48
C -6.72 6.34 2.32
O -7.80 6.56 1.82
H -3.61 2.44 0.39
H -5.88 2.79 -0.53
H -7.30 4.60 0.36
H -2.79 3.85 2.23
H -3.60 7.43 5.60
H -5.05 9.19 6.53
H -7.25 9.66 5.50
H -8.01 8.35 3.55
C -2.27 -8.01 -1.57
C -2.58 -8.95 -0.59
C -2.19 -8.74 0.72
C -1.46 -7.61 1.05
C -1.12 -6.68 0.06
C -1.54 -6.88 -1.25
C -0.31 -5.48 0.39
O -0.02 -4.67 -0.47
C 0.16 -5.30 1.79
C 0.97 -4.22 2.11
C 1.40 -4.03 3.41
C 1.01 -4.92 4.41
C 0.20 -6.00 4.10
C -0.22 -6.20 2.79
C -1.05 -7.39 2.47
O -1.39 -8.17 3.33
H -2.59 -8.17 -2.60
H -3.14 -9.84 -0.85
H -2.43 -9.47 1.48
H -1.29 -6.16 -2.01
H 1.27 -3.52 1.34
H 2.03 -3.18 3.65
H 1.34 -4.76 5.43
H -0.09 -6.70 4.88
*
```

***

3.
A structure of composition Fe2N7O21Pb at a distorted geometry, computed with ωB97M-V with the def2-TZVPD basis set.

Output
* E_tot: -4682.66784 a.u.
* gap between HOMO and LUMO (alpha / beta): 4.227 / 4.195 eV
* LUMO level (alpha / beta): -2.14 / -2.15 eV
* maximum force: 4.612 eV/Å

The geometry in ORCA input format:
```
! RIJCOSX wB97M-V def2-TZVPD def2/J DEFGRID3
* xyz -1 9
Fe -1.68 -2.42 -0.53
Fe 0.53 2.79 -0.82
Pb 3.37 -1.70 0.65
N 3.39 2.64 0.59
O 2.50 1.87 0.09
O 3.42 3.82 0.20
O 4.12 2.22 1.48
N -4.36 -0.56 -0.58
O -3.16 -0.99 -0.44
O -4.88 -0.08 0.41
O -4.96 -0.57 -1.65
N -1.78 2.85 -3.15
O -2.91 2.41 -3.32
O -1.26 3.51 -4.06
O -1.09 2.40 -2.16
N -1.97 -2.15 2.76
O -1.97 -3.15 1.95
O -2.69 -1.19 2.44
O -1.50 -2.14 3.90
N 1.70 0.94 -3.55
O 1.46 1.05 -2.28
O 1.25 1.77 -4.31
O 2.37 -0.06 -3.86
N 0.25 -0.02 0.43
O 1.41 -0.16 0.80
O -0.56 -1.00 0.46
O -0.22 1.04 0.09
N 2.29 -3.32 3.61
O 3.16 -4.19 3.50
O 2.20 -2.32 2.77
O 1.57 -3.29 4.58
*
```